Molecular formula: C34H63IO11
Method: DFT, ωB97M-V/def2-TZVPD

Properties
* E_LUMO: 0.02358 Eh
* total charge: 0
* 2S+1: 1
* HOMO: -9.146 eV
* gap between HOMO and LUMO: 9.8 eV

```
109
Properties=species:S:1:pos:R:3:mulliken_charge:R:1
C 2.666 0.816 -1.041 -0.834
C 2.879 -0.319 -2.039 -0.302
O 2.636 -1.627 -1.500 -0.398
C 1.381 -2.128 -1.700 0.092
O 1.234 -3.212 -2.196 -0.630
C 0.241 -1.283 -1.210 0.294
C -0.926 -2.120 -0.725 -0.483
C -1.971 -1.255 0.010 -0.765
C -3.321 -1.106 -0.682 0.287
C -3.324 -0.794 -2.186 -0.525
C -3.419 0.683 -2.497 0.070
O -4.436 1.259 -2.642 -0.478
I -1.586 1.798 -2.783 0.004
O -4.124 -0.062 -0.078 -0.318
C -4.030 0.035 1.269 0.016
O -3.618 1.008 1.818 -0.494
H 2.796 0.443 -0.027 0.136
H 1.656 1.216 -1.109 0.211
H 3.361 1.628 -1.235 0.394
H 2.289 -0.161 -2.942 0.304
H 3.922 -0.331 -2.346 0.440
H -0.039 -0.596 -2.007 -0.084
H 0.598 -0.692 -0.370 0.283
H -0.519 -2.822 0.000 -0.104
H -1.362 -2.722 -1.519 0.658
H -1.551 -0.285 0.272 0.474
H -2.166 -1.756 0.960 0.085
H -3.866 -2.042 -0.545 0.328
H -2.482 -1.246 -2.697 0.358
H -4.237 -1.196 -2.625 0.451
H -4.412 -0.827 1.834 0.451
C 1.778 -3.503 3.800 -0.734
C 2.456 -2.139 3.922 -0.048
C 2.134 -1.517 2.571 -0.445
O 0.866 -2.050 2.179 -0.389
C 0.518 -3.152 3.021 -0.041
H 1.561 -3.972 4.759 0.406
H 2.402 -4.186 3.219 0.294
H 2.002 -1.560 4.725 -0.115
H 3.525 -2.194 4.115 0.330
H 2.878 -1.790 1.814 0.217
H 2.063 -0.428 2.610 0.252
H -0.290 -2.840 3.694 -0.075
H 0.155 -3.972 2.400 0.290
C -0.301 2.942 -7.298 -0.569
C -0.596 4.438 -7.206 -0.605
C -0.622 4.656 -5.699 0.096
O 0.297 3.708 -5.146 -0.341
C 0.667 2.750 -6.137 -0.303
H 0.122 2.633 -8.253 0.366
H -1.214 2.368 -7.126 0.243
H 0.217 5.012 -7.657 0.260
H -1.527 4.731 -7.688 0.389
H -1.618 4.458 -5.287 0.220
H -0.313 5.658 -5.403 -0.135
H 1.700 2.941 -6.446 0.249
H 0.615 1.751 -5.701 0.185
C 3.154 2.362 6.491 -0.531
C 4.390 2.182 5.612 -0.555
C 4.730 0.718 5.858 -0.374
O 3.489 0.056 6.107 -0.352
C 2.455 1.021 6.312 -0.394
H 2.527 3.204 6.200 0.323
H 3.449 2.499 7.533 0.264
H 4.131 2.340 4.563 0.259
H 5.210 2.852 5.865 0.344
H 5.375 0.601 6.735 0.273
H 5.218 0.244 5.005 0.249
H 1.800 1.031 5.433 0.219
H 1.864 0.727 7.180 0.306
C -5.567 -3.251 5.469 -0.581
C -4.206 -2.593 5.692 -0.632
C -3.461 -2.993 4.426 0.048
O -4.448 -3.087 3.395 -0.413
C -5.757 -3.058 3.970 -0.474
H -6.370 -2.806 6.054 0.352
H -5.516 -4.314 5.710 0.247
H -4.315 -1.508 5.741 0.298
H -3.702 -2.926 6.598 0.367
H -2.977 -3.969 4.540 0.236
H -2.706 -2.265 4.126 0.017
H -6.219 -2.089 3.752 0.266
H -6.362 -3.840 3.510 0.303
C 0.253 10.047 -3.897 -0.574
C 1.612 9.983 -4.592 -0.547
C 1.915 8.492 -4.534 -0.463
O 0.653 7.826 -4.589 -0.332
C -0.405 8.767 -4.393 -0.459
H -0.324 10.938 -4.141 0.326
H 0.383 10.011 -2.813 0.272
H 1.520 10.311 -5.629 0.268
H 2.380 10.587 -4.111 0.330
H 2.414 8.224 -3.596 0.276
H 2.533 8.148 -5.364 0.275
H -0.916 8.929 -5.348 0.299
H -1.121 8.351 -3.684 0.300
C 1.272 -7.455 -1.712 -0.596
C 0.651 -8.516 -0.805 -0.603
C 0.447 -7.734 0.486 -0.462
O 0.203 -6.382 0.102 -0.319
C 0.516 -6.203 -1.288 -0.001
H 1.165 -7.669 -2.774 0.371
H 2.336 -7.346 -1.491 0.277
H -0.311 -8.839 -1.208 0.257
H 1.275 -9.399 -0.667 0.348
H 1.345 -7.768 1.114 0.286
H -0.398 -8.095 1.074 0.277
H -0.421 -6.099 -1.846 0.189
H 1.091 -5.291 -1.411 0.021
```

***

Molecular formula: C34H63N2OsP2SbSeSi3
Method: DFT, ωB97M-V/def2-TZVPD

Properties
* ΔE to the lowest compared entry with this formula, charge and spin: 0.00 kcal per mole
* E_LUMO (spin up / spin down): -0.18092 / -0.30836 Eh
* total charge: +2
* 2S+1: 5
* HOMO (spin up / spin down): -12.619 / -13.782 eV
* gap between HOMO and LUMO (spin up / spin down): 7.7 / 5.4 eV
* ⟨S²⟩: 6.057

```
107
Properties=species:S:1:pos:R:3:mulliken_charge:R:1
Os -0.088 0.051 -0.524 3.172
C 4.708 -0.373 0.765 -1.735
C 3.601 -0.757 -0.219 0.442
C 3.054 -2.135 0.121 -1.458
P 2.307 0.561 -0.359 0.062
C 2.992 1.698 -1.625 1.055
C 2.202 2.994 -1.725 -1.619
C 4.496 1.983 -1.601 -1.698
C 2.194 1.360 1.273 -0.110
C 3.093 2.306 1.743 -0.135
C 2.897 2.928 2.971 -0.795
C 1.767 2.634 3.722 -1.187
C 0.866 1.679 3.283 -0.675
C 1.097 0.998 2.083 0.061
N 0.243 -0.002 1.593 0.157
C -0.445 -0.849 2.395 -0.519
C -0.237 -0.958 3.798 -0.504
C -1.132 -1.648 4.578 -1.124
C -2.236 -2.277 4.000 -0.886
C -2.361 -2.321 2.610 -0.503
C -1.454 -1.675 1.797 0.684
P -1.318 -1.958 0.003 -0.523
C -2.989 -2.434 -0.628 1.615
C -3.178 -1.948 -2.065 -1.635
C -3.339 -3.918 -0.503 -1.703
C -0.152 -3.395 -0.048 2.160
C -0.469 -4.610 0.830 -1.621
C 0.173 -3.815 -1.482 -1.245
H 5.512 -1.105 0.682 0.543
H 5.139 0.609 0.582 0.347
H 4.340 -0.401 1.792 0.330
H 4.012 -0.792 -1.233 0.645
H 2.504 -2.120 1.066 0.084
H 2.413 -2.514 -0.673 0.255
H 3.883 -2.833 0.244 0.633
H 2.800 1.106 -2.526 0.332
H 2.492 3.673 -0.925 0.476
H 2.420 3.473 -2.680 0.591
H 1.121 2.837 -1.675 -0.004
H 4.799 2.588 -0.746 0.279
H 5.108 1.085 -1.630 0.454
H 4.732 2.560 -2.497 0.466
H 3.952 2.579 1.147 0.136
H 3.606 3.665 3.320 0.472
H 1.579 3.158 4.649 0.464
H -0.036 1.489 3.849 0.706
H 0.631 -0.502 4.250 0.801
H -0.977 -1.707 5.647 0.483
H -2.955 -2.791 4.622 0.546
H -3.162 -2.902 2.174 0.324
H -3.679 -1.874 0.005 0.091
H -2.470 -2.420 -2.750 0.359
H -4.181 -2.211 -2.403 0.580
H -3.070 -0.865 -2.145 0.062
H -2.741 -4.532 -1.173 0.351
H -3.231 -4.308 0.506 0.343
H -4.382 -4.042 -0.796 0.470
H 0.734 -2.922 0.378 -1.367
H -1.126 -5.313 0.326 0.371
H 0.467 -5.132 1.035 0.466
H -0.910 -4.351 1.792 0.306
H -0.687 -4.275 -1.970 0.260
H 0.510 -2.984 -2.101 0.322
H 0.966 -4.564 -1.463 0.494
C -3.466 1.639 -3.427 -0.824
Si -2.741 3.142 -2.596 0.325
C -4.110 4.385 -2.357 -0.953
C -1.311 3.905 -3.514 -0.803
Sb -1.726 2.372 -0.311 -1.289
Si -1.026 4.645 0.799 0.658
C 0.748 5.117 0.527 -0.822
C -1.396 4.533 2.630 -0.568
C -2.101 5.947 0.009 -1.244
Si -3.795 1.964 1.215 0.309
C -4.786 0.566 0.479 -0.440
C -4.812 3.526 1.298 -1.099
C -3.254 1.438 2.929 -0.689
H -3.875 1.927 -4.399 0.518
H -4.291 1.232 -2.838 0.244
H -2.731 0.856 -3.598 0.049
H -4.606 4.478 -3.327 0.428
H -3.749 5.373 -2.080 0.329
H -4.867 4.073 -1.638 0.217
H -1.685 4.426 -4.398 0.484
H -0.577 3.170 -3.847 0.145
H -0.796 4.644 -2.895 0.210
H 1.452 4.377 0.902 -0.064
H 0.911 6.047 1.081 0.544
H 0.962 5.315 -0.522 0.369
H -1.113 3.578 3.071 -0.245
H -2.456 4.702 2.827 0.419
H -0.837 5.316 3.147 0.493
H -1.837 6.115 -1.036 0.306
H -1.922 6.884 0.545 0.493
H -3.166 5.732 0.069 0.359
H -4.941 0.648 -0.597 0.241
H -5.764 0.510 0.963 0.535
H -4.260 -0.364 0.695 -0.291
H -5.438 3.637 0.413 0.364
H -4.221 4.432 1.415 0.185
H -5.476 3.456 2.163 0.463
H -2.468 0.681 2.901 -0.034
H -4.119 0.994 3.430 0.449
H -2.915 2.273 3.541 0.489
Se -0.292 -0.373 -2.888 -0.122
C 0.678 0.874 -3.857 0.184
N 1.228 1.638 -4.521 -0.529
```

***

Computed E_tot, in the same sequence as the records: -66899.882, -155812.280 eV.